{"formula": "C34H46ClHfN3OP4", "method": "ωB97M-V/def2-TZVPD", "lumo_energy_ev": -5.6, "total_energy_ha": -3435.855503, "charge": 2, "fmax_ev_per_a": 4.2, "e_homo_ev": -12.86, "species": ["P", "C", "C", "H", "C", "H", "C", "H", "C", "H", "C", "H", "C", "C", "H", "C", "H", "C", "H", "C", "H", "C", "H", "C", "C", "H", "C", "H", "C", "H", "C", "H", "C", "H", "Hf", "C", "C", "H", "C", "O", "H", "C", "H", "C", "Cl", "P", "P", "C", "H", "H", "H", "C", "H", "H", "H", "C", "H", "H", "H", "C", "H", "H", "H", "C", "H", "H", "H", "C", "H", "H", "H", "P", "C", "C", "H", "H", "H", "H", "H", "H", "C", "H", "H", "H", "H", "N", "C", "N", "C", "N"], "positions_angstrom": [[3.105837, 0.515379, -3.693300], [3.521654, -0.946594, -4.642730], [3.449360, -0.977891, -6.048143], [3.063017, -0.119610, -6.599318], [3.875472, -2.115459, -6.738490], [3.826019, -2.137184, -7.828549], [4.368325, -3.221390, -6.036922], [4.705449, -4.108580, -6.578165], [4.430911, -3.192130, -4.638521], [4.810054, -4.051589, -4.085660], [4.009410, -2.060850, -3.941657], [4.055399, -2.028313, -2.852644], [2.155044, 1.634322, -4.750027], [0.908558, 1.196471, -5.236380], [0.565869, 0.185238, -5.006027], [0.109929, 2.044012, -6.005773], [-0.869408, 1.700687, -6.345344], [0.572844, 3.315106, -6.359288], [-0.041007, 3.964949, -6.988114], [1.826086, 3.743582, -5.917015], [2.199423, 4.728601, -6.207900], [2.611169, 2.918851, -5.105304], [3.592692, 3.266150, -4.774363], [4.645066, 1.325312, -3.206439], [5.746726, 1.346383, -4.087701], [5.662555, 0.901043, -5.080272], [6.955168, 1.928864, -3.696045], [7.800694, 1.944965, -4.386971], [7.085314, 2.486943, -2.418788], [8.032480, 2.934536, -2.108150], [5.996836, 2.469780, -1.539635], [6.086195, 2.899008, -0.540325], [4.782213, 1.902762, -1.933338], [3.936389, 1.890203, -1.245418], [0.276583, -0.311601, -0.181565], [-0.660906, 1.909538, 0.029716], [-0.276338, 2.813789, -0.882432], [-1.378654, 2.162417, 0.824431], [0.762300, 2.382559, -1.922053], [1.890685, 3.279404, -1.756891], [2.602399, 3.024796, -2.375572], [1.139324, 0.976381, -1.706031], [0.348211, 2.487426, -2.946238], [1.953989, 0.045770, -2.093699], [1.109886, -2.548846, -0.185714], [1.739593, 0.444888, 1.889940], [-1.871048, -0.842859, -1.644221], [1.841751, -0.868321, 3.159276], [2.086229, -1.824151, 2.680531], [0.877137, -0.978406, 3.671047], [2.615508, -0.611614, 3.895197], [3.486310, 0.700447, 1.436353], [3.624639, 1.715638, 1.042403], [3.769209, -0.015646, 0.654052], [4.127676, 0.554059, 2.316063], [1.368166, 1.918227, 2.897607], [0.353461, 1.837322, 3.307563], [1.414555, 2.813419, 2.264960], [2.086301, 2.014603, 3.724634], [-2.969174, -2.134983, -0.962606], [-3.657219, -1.695975, -0.227825], [-2.364703, -2.896060, -0.453417], [-3.545922, -2.606585, -1.769889], [-3.067289, 0.434585, -2.157156], [-2.550364, 1.219094, -2.724999], [-3.510346, 0.895822, -1.265272], [-3.865718, 0.002683, -2.777609], [-1.360057, -1.567274, -3.238672], [-0.465159, -2.183956, -3.084938], [-1.118887, -0.771268, -3.954492], [-2.171348, -2.191432, -3.636074], [-0.786022, 4.556239, -1.068606], [-2.278167, 4.819583, -0.130361], [-1.047726, 4.790099, -2.832573], [-2.099118, 4.588508, 0.928246], [-3.086945, 4.183847, -0.515562], [-2.561045, 5.876099, -0.236117], [-0.106600, 4.668743, -3.385951], [-1.438647, 5.802046, -2.998727], [-1.775644, 4.053830, -3.200625], [0.557302, 5.594405, -0.497676], [0.837031, 5.297053, 0.521105], [0.230133, 6.641674, -0.505616], [1.422484, 5.450976, -1.155864], [2.086352, -0.981095, -1.702820], [-1.104127, -0.705849, 1.407719], [-1.790659, -1.094406, 2.298300], [-2.660592, -1.428692, 3.145415], [-2.527570, -2.215547, 4.189610], [-2.520379, -2.900181, 5.144188]], "atomic_forces_ev_per_a": [[-0.3, -0.7, 0.7], [0.1, -0.4, -0.4], [0.0, -0.1, 0.2], [0.1, -0.2, 0.1], [0.0, 0.0, 0.2], [0.0, 0.0, 0.4], [-0.1, 0.2, 0.1], [-0.1, 0.3, 0.2], [-0.1, 0.1, 0.0], [-0.1, 0.2, -0.2], [-0.1, 0.0, -0.2], [0.1, -0.1, -0.2], [-0.3, 0.3, -0.3], [0.0, 0.1, 0.1], [0.1, 0.3, 0.0], [0.1, -0.2, 0.0], [0.3, 0.1, 0.0], [0.1, 0.0, 0.2], [0.2, -0.2, 0.2], [0.0, 0.0, 0.0], [-0.1, -0.4, 0.1], [0.0, -0.3, 0.1], [-0.3, -0.1, -0.1], [0.5, 0.2, 0.3], [-0.1, 0.0, 0.1], [0.0, 0.1, 0.3], [-0.2, 0.0, 0.1], [-0.3, 0.0, 0.2], [-0.3, -0.1, 0.0], [-0.3, -0.2, -0.1], [0.0, 0.0, -0.2], [0.0, -0.1, -0.3], [0.1, -0.1, -0.1], [0.3, 0.0, -0.1], [-1.3, 0.1, 1.6], [0.0, -0.4, 0.3], [0.2, 0.0, -0.2], [0.1, 0.3, -0.4], [0.3, 0.8, -0.7], [0.0, -0.4, -0.5], [-0.5, 0.3, 0.2], [-1.3, 0.1, 1.2], [0.1, 0.0, 0.3], [2.6, 0.9, -3.2], [0.2, -0.6, 0.0], [0.8, 0.2, 1.3], [-1.3, -0.4, -0.8], [-0.1, -0.2, -0.1], [0.0, 0.2, 0.2], [0.2, 0.0, -0.1], [-0.2, -0.1, -0.2], [0.2, 0.0, -0.1], [0.0, -0.2, 0.1], [0.1, 0.1, 0.2], [-0.1, 0.1, -0.3], [-0.3, 0.2, -0.1], [0.2, 0.0, -0.1], [0.0, -0.2, 0.2], [-0.2, -0.1, -0.3], [0.1, -0.1, 0.3], [0.2, -0.1, -0.2], [-0.2, 0.1, -0.1], [0.1, 0.2, 0.2], [0.0, 0.3, 0.1], [-0.1, -0.2, 0.1], [0.1, -0.1, -0.2], [0.3, 0.1, 0.2], [0.2, -0.1, -0.2], [-0.2, 0.0, -0.1], [-0.1, -0.2, 0.2], [0.3, 0.2, 0.0], [0.7, -1.6, 0.1], [-0.3, 0.3, 0.0], [-0.3, 0.4, -0.1], [0.0, 0.1, -0.3], [0.3, 0.2, 0.1], [-0.1, -0.3, 0.1], [-0.2, 0.1, 0.3], [0.1, -0.2, -0.1], [0.1, 0.2, 0.1], [-0.1, 0.5, 0.0], [-0.1, 0.1, -0.2], [0.2, -0.1, 0.1], [-0.3, 0.1, 0.2], [0.0, 0.4, -0.4], [-0.2, -0.1, 0.3], [-0.8, -0.3, 0.4], [0.9, 0.9, -1.4], [0.0, -1.9, 2.5], [0.1, 1.4, -2.0]], "mulliken_charge": [1.521, 0.510, 0.012, 0.392, -0.745, 0.438, -0.498, 0.415, -0.787, 0.420, -0.807, 0.391, 0.096, -0.318, 0.543, -0.717, 0.464, -0.670, 0.445, -0.796, 0.446, -0.426, 0.439, 0.475, -0.530, 0.489, -0.715, 0.422, -0.630, 0.416, -0.748, 0.451, 0.663, -0.570, -0.947, -0.662, 0.316, 0.203, 1.582, -0.875, 0.186, 0.456, -0.435, 0.399, -0.438, 1.009, 1.182, -1.295, 0.359, 0.367, 0.491, -1.342, 0.281, 0.285, 0.613, -1.217, 0.359, 0.185, 0.477, -1.353, 0.370, 0.349, 0.499, -1.198, 0.146, 0.352, 0.479, -1.206, 0.341, 0.112, 0.579, 1.362, -1.229, -1.102, 0.407, 0.387, 0.439, 0.217, 0.529, 0.336, -1.259, 0.376, 0.492, 0.338, -0.398, -0.474, 0.789, -0.641, 0.393, -0.461]}